Entry 1:
Molecular formula: C47H83N5O21
Method: DFT, ωB97M-V/def2-TZVPD

Values from the calculation:
- max |F| (eV Å⁻¹) = 5.0
- energy above the lowest of the compared OMol25 structures with the same formula, charge and spin (kJ/mol) = 0.0

ORCA input file:
```
! wB97M-V def2-TZVPD RIJCOSX def2/J DEFGRID3
* xyz 0 1
O 0.949 -4.976 0.060
C 0.341 -4.936 -1.034
O -0.954 -4.789 -1.131
C -1.362 -4.782 -2.473
C -0.235 -5.399 -3.250
C 0.952 -5.001 -2.414
H -1.558 -3.787 -2.872
H -2.306 -5.262 -2.732
H -0.237 -4.859 -4.197
H -0.319 -6.470 -3.438
H 1.215 -3.968 -2.644
H 1.821 -5.638 -2.577
O -5.479 3.377 1.904
C -4.795 2.477 1.454
O -3.507 2.605 1.425
C -2.857 1.553 0.785
C -3.981 0.857 0.031
C -5.196 1.178 0.798
H -2.406 0.885 1.519
H -2.034 1.947 0.190
H -3.819 -0.214 -0.088
H -4.104 1.273 -0.969
H -5.514 0.378 1.466
H -6.003 1.334 0.081
O 3.267 2.621 5.168
C 3.753 2.602 4.037
O 4.678 3.509 3.671
C 5.240 3.092 2.428
C 4.215 2.147 1.759
C 3.551 1.551 2.978
H 6.176 2.546 2.541
H 5.339 3.873 1.674
H 4.646 1.423 1.068
H 3.452 2.745 1.262
H 4.031 0.633 3.316
H 2.471 1.408 2.941
O -6.231 -1.692 -0.292
C -5.745 -2.845 -0.175
O -4.415 -3.122 -0.538
C -4.155 -4.491 -0.195
C -5.313 -4.887 0.744
C -6.529 -4.058 0.277
H -3.212 -4.603 0.341
H -4.139 -5.145 -1.067
H -4.995 -4.662 1.761
H -5.582 -5.943 0.779
H -7.263 -3.705 1.001
H -7.088 -4.532 -0.530
O -0.676 -2.455 -6.578
C -0.126 -1.612 -5.941
O 0.553 -1.891 -4.853
C 1.255 -0.781 -4.334
C 1.087 0.323 -5.318
C -0.078 -0.109 -6.263
H 2.316 -1.029 -4.286
H 0.740 -0.538 -3.404
H 1.997 0.586 -5.858
H 0.855 1.257 -4.807
H 0.166 0.045 -7.314
H -1.068 0.253 -5.986
O -0.300 -7.487 3.005
C -0.899 -6.443 3.296
O -0.916 -5.896 4.513
C -1.942 -4.919 4.607
C -2.867 -5.083 3.412
C -1.827 -5.651 2.439
H -1.471 -3.943 4.490
H -2.564 -4.890 5.502
H -3.310 -4.151 3.060
H -3.602 -5.861 3.617
H -1.290 -4.834 1.957
H -2.107 -6.413 1.711
O 1.633 4.250 1.461
C 1.945 5.254 2.158
O 1.545 5.309 3.418
C 1.776 6.596 4.003
C 3.070 7.002 3.261
C 2.810 6.466 1.843
H 1.829 6.384 5.071
H 0.960 7.307 3.874
H 3.945 6.486 3.655
H 3.221 8.079 3.330
H 3.765 6.238 1.370
H 2.333 7.103 1.098
O 5.063 -1.734 1.690
C 4.407 -2.028 0.688
O 3.639 -1.134 -0.011
C 3.071 -1.662 -1.206
C 3.857 -2.996 -1.374
C 4.325 -3.351 0.022
H 3.143 -1.030 -2.091
H 2.032 -1.943 -1.032
H 4.733 -2.808 -1.995
H 3.217 -3.734 -1.858
H 5.264 -3.874 0.206
H 3.566 -3.973 0.497
C 2.728 4.008 -1.706
C 4.218 4.384 -1.597
O 4.818 4.450 -0.528
N 4.855 4.590 -2.762
C 6.242 4.983 -2.866
H 2.554 3.215 -2.433
H 2.062 4.800 -2.049
H 2.332 3.583 -0.783
H 4.355 4.710 -3.631
H 6.665 4.749 -3.843
H 6.873 4.480 -2.133
H 6.386 6.063 -2.849
C 0.797 -1.540 5.111
C 0.564 -1.392 3.598
O -0.084 -0.420 3.194
N 1.162 -2.239 2.738
C 2.169 -3.258 2.961
H 0.589 -0.579 5.582
H 1.799 -1.891 5.359
H 0.078 -2.272 5.479
H 0.964 -2.116 1.755
H 3.167 -2.825 3.027
H 2.032 -3.989 2.164
H 2.082 -3.804 3.900
C -3.042 5.449 -0.948
C -1.655 4.848 -0.583
O -0.940 4.343 -1.446
N -1.191 4.871 0.658
C -1.838 5.190 1.900
H -3.525 4.736 -1.616
H -3.161 6.344 -1.559
H -3.751 5.508 -0.123
H -0.286 4.456 0.831
H -1.977 4.215 2.368
H -2.828 5.635 1.801
H -1.262 5.824 2.575
C -2.027 2.015 -3.349
C -2.922 0.967 -3.762
O -3.852 1.268 -4.529
N -2.784 -0.235 -3.231
C -3.795 -1.326 -3.367
H -1.678 2.506 -4.258
H -1.225 1.492 -2.829
H -2.492 2.650 -2.596
H -1.962 -0.440 -2.681
H -4.288 -1.354 -4.339
H -4.572 -1.212 -2.611
H -3.246 -2.262 -3.262
C -1.411 -1.829 0.283
C -0.645 -0.786 -0.429
O -0.709 -0.728 -1.670
N 0.041 0.114 0.275
C 0.968 1.136 -0.216
H -1.903 -2.474 -0.445
H -2.207 -1.457 0.927
H -0.646 -2.465 0.729
H -0.038 0.029 1.278
H 1.152 1.119 -1.290
H 1.949 1.124 0.261
H 0.502 2.103 -0.026
*
```

These are the Mulliken partial charges, in e, on atoms 1 to 99: -0.673, 0.407, -0.114, 0.508, -0.907, 0.138, -0.548, 0.348, 0.368, 0.310, -0.511, 0.626, -0.693, 0.284, -0.266, 0.939, 1.266, -0.407, -0.101, -0.620, -0.762, -0.260, 0.249, 0.359, -0.701, 0.392, -0.368, -0.694, 0.690, 0.134, 0.298, 0.369, 0.626, -0.811, 0.286, -0.156, -0.583, 0.326, -0.048, 0.771, -0.522, -0.671, -0.437, 0.043, 0.011, 0.516, 0.311, 0.277, -0.631, 0.404, -0.349, 0.976, -0.727, -0.398, 0.250, -0.688, 0.404, 0.202, 0.349, 0.087, -0.652, 0.226, -0.344, -0.068, -0.630, 0.749, -0.150, 0.380, 0.383, 0.255, -0.589, 0.434, -0.609, 0.530, -0.244, -0.561, -0.572, -0.388, 0.348, 0.254, 0.245, 0.410, 0.033, 0.379, -0.653, 0.342, -0.071, 0.796, -0.542, -0.193, 0.126, -0.583, 0.396, 0.084, 0.450, -0.086, -0.614, 0.516, -0.579

---

Entry 2:
Molecular formula: C47H91ClINO17
Method: DFT, ωB97M-V/def2-TZVPD

Values from the calculation:
- SMILES = C#CCCCc1c(O)cc2c(c1[C@@H](I)CC)C(=O)N([C@H](Cl)CC)C2=O.COCCOC.COCCOC.COCCOC.COCCOC.COCCOC.COCCOC.COCCOC
- max |F| (eV Å⁻¹) = 5.6
- energy above the lowest of the compared OMol25 structures with the same formula, charge and spin (kJ/mol) = 882.3

ORCA input file:
```
! wB97M-V def2-TZVPD RIJCOSX def2/J DEFGRID3
* xyz 0 1
C 6.172 0.426 -1.153
C 6.293 1.403 -2.002
C 6.499 2.387 -3.267
C 6.169 3.919 -2.907
C 4.647 4.230 -2.473
C 3.524 3.365 -3.214
C 3.521 3.017 -4.766
O 4.579 3.528 -5.621
C 2.426 2.128 -5.478
C 1.227 1.556 -4.651
C 1.225 1.936 -3.120
C 2.293 2.802 -2.358
C 2.070 3.081 -0.790
I 3.507 2.136 0.541
C 1.892 4.696 -0.527
C 0.729 5.245 -1.538
C -0.135 1.232 -2.654
O -0.660 1.041 -1.518
N -0.891 0.720 -3.842
C -2.116 1.483 -4.266
Cl -2.366 3.080 -3.398
C -3.429 0.507 -4.172
C -4.024 0.462 -2.657
C -0.033 0.652 -5.055
O -0.185 0.033 -6.146
H 6.127 -0.550 -0.532
H 5.969 1.974 -4.195
H 7.638 2.351 -3.514
H 6.832 4.188 -1.987
H 6.492 4.631 -3.750
H 4.445 5.343 -2.762
H 4.598 4.204 -1.322
H 4.401 3.262 -6.559
H 2.485 1.884 -6.610
H 1.029 2.633 -0.520
H 1.500 4.906 0.531
H 2.848 5.291 -0.737
H -0.239 4.614 -1.460
H 1.083 5.263 -2.642
H 0.447 6.339 -1.250
H -1.991 1.737 -5.389
H -3.088 -0.546 -4.475
H -4.242 0.835 -4.935
H -4.815 -0.379 -2.588
H -3.163 0.221 -1.929
H -4.478 1.503 -2.411
C -5.399 1.281 1.905
O -5.909 2.544 1.494
C -5.509 3.599 2.365
C -4.263 4.318 1.847
O -3.131 3.454 1.794
C -2.943 2.873 0.509
H -5.413 0.612 1.040
H -4.376 1.341 2.278
H -6.046 0.868 2.685
H -5.357 3.224 3.383
H -6.333 4.319 2.399
H -4.011 5.128 2.538
H -4.444 4.770 0.867
H -2.409 3.579 -0.137
H -3.882 2.591 0.031
H -2.332 1.976 0.630
C 6.523 -3.198 1.252
O 7.275 -2.802 0.110
C 8.563 -3.414 0.065
C 8.568 -4.675 -0.801
O 7.717 -5.692 -0.274
C 6.420 -5.680 -0.861
H 5.466 -3.012 1.044
H 6.647 -4.255 1.491
H 6.829 -2.595 2.113
H 8.924 -3.627 1.077
H 9.247 -2.687 -0.383
H 9.582 -5.085 -0.815
H 8.294 -4.446 -1.836
H 6.443 -6.222 -1.812
H 6.044 -4.670 -1.034
H 5.737 -6.192 -0.179
C 13.691 -2.028 -1.960
O 14.306 -2.848 -2.947
C 14.416 -4.209 -2.535
C 13.255 -5.061 -3.052
O 12.001 -4.636 -2.520
C 11.312 -3.742 -3.387
H 13.306 -1.133 -2.454
H 12.862 -2.527 -1.455
H 14.440 -1.732 -1.219
H 14.503 -4.276 -1.445
H 15.345 -4.599 -2.965
H 13.406 -6.093 -2.724
H 13.224 -5.066 -4.146
H 10.771 -4.314 -4.149
H 11.978 -3.033 -3.880
H 10.589 -3.181 -2.789
C -2.252 -2.137 2.214
O -3.639 -2.349 1.974
C -3.981 -3.732 1.935
C -4.495 -4.232 3.286
O -3.499 -4.147 4.304
C -3.597 -2.951 5.069
H -2.125 -1.120 2.596
H -1.840 -2.834 2.945
H -1.704 -2.234 1.272
H -3.131 -4.329 1.586
H -4.784 -3.842 1.199
H -4.761 -5.288 3.189
H -5.398 -3.694 3.590
H -4.354 -3.076 5.850
H -3.852 -2.080 4.462
H -2.629 -2.772 5.542
C -9.839 -3.019 -2.505
O -8.938 -3.962 -3.075
C -8.034 -3.362 -4.000
C -6.698 -3.004 -3.346
O -6.847 -2.024 -2.320
C -6.964 -2.604 -1.025
H -10.227 -3.441 -1.574
H -9.362 -2.064 -2.279
H -10.672 -2.853 -3.195
H -8.491 -2.486 -4.473
H -7.845 -4.100 -4.786
H -6.041 -2.570 -4.107
H -6.198 -3.895 -2.954
H -5.967 -2.831 -0.634
H -7.565 -3.515 -1.022
H -7.441 -1.872 -0.369
C -6.951 -3.232 9.230
O -5.844 -3.899 9.826
C -6.161 -5.231 10.226
C -5.761 -6.258 9.165
O -6.482 -6.079 7.947
C -5.768 -5.294 6.998
H -6.564 -2.403 8.630
H -7.535 -3.884 8.580
H -7.597 -2.831 10.016
H -7.223 -5.315 10.479
H -5.588 -5.437 11.136
H -6.007 -7.257 9.535
H -4.683 -6.235 8.978
H -5.056 -5.927 6.458
H -5.230 -4.463 7.457
H -6.489 -4.888 6.285
C -4.544 8.715 1.571
O -4.129 9.871 0.853
C -2.729 10.112 0.977
C -1.945 9.526 -0.201
O -2.053 8.104 -0.264
C -3.081 7.671 -1.145
H -5.495 8.377 1.149
H -3.826 7.896 1.502
H -4.695 8.977 2.622
H -2.354 9.732 1.934
H -2.589 11.198 0.976
H -0.885 9.759 -0.066
H -2.260 9.976 -1.148
H -2.704 7.665 -2.174
H -3.975 8.295 -1.098
H -3.356 6.651 -0.867
*
```

These are the Mulliken partial charges, in e, on atoms 1 to 99: -0.385, 0.052, -0.336, -0.751, -0.413, 0.843, 0.529, -0.496, -0.839, -0.173, 0.137, 1.165, -1.160, 0.055, -0.399, -0.572, -0.474, -0.516, 0.212, -0.184, -0.127, -0.611, -0.386, 0.119, -0.565, 0.169, 0.176, 0.370, 0.397, 0.281, 0.319, 0.009, 0.326, 0.186, 0.428, 0.451, 0.184, -0.039, 0.231, 0.304, 0.475, 0.302, 0.314, -0.013, 0.160, 0.243, -0.786, -0.397, -0.589, -0.085, -0.423, -0.534, 0.197, 0.358, 0.397, 0.305, 0.397, 0.356, 0.088, 0.146, 0.376, 0.181, -0.932, -0.250, -0.502, -0.233, -0.424, -0.687, 0.259, 0.441, 0.320, 0.344, 0.302, 0.219, 0.311, 0.321, 0.254, 0.262, -0.680, -0.387, -0.477, -0.523, -0.285, -0.766, 0.257, 0.259, 0.323, 0.310, 0.375, 0.360, 0.345, 0.297, 0.438, 0.146, -0.883, -0.084, -0.426, -0.477, -0.373

---

Entry 3:
Molecular formula: C47H92N3O16S10
Method: DFT, ωB97M-V/def2-TZVPD

Values from the calculation:
- max |F| (eV Å⁻¹) = 6.8
- E (eV) = -195799.624

ORCA input file:
```
! wB97M-V def2-TZVPD RIJCOSX def2/J DEFGRID3
* xyz 1 1
C -3.415 -5.677 0.708
C -4.843 -4.930 0.880
C -4.894 -3.884 2.097
C -3.766 -2.738 2.044
N -4.280 -1.362 1.751
C -5.273 -0.876 2.757
C -6.602 -0.217 2.080
C -7.372 -1.235 1.097
C -6.646 -1.389 -0.336
C -7.622 -1.276 -1.597
C -7.043 -1.751 -2.960
N -8.146 -1.559 -3.902
C -9.268 -1.023 -3.145
N -8.990 -0.806 -1.744
C -3.212 -0.388 1.513
S -3.553 1.237 1.139
S -1.381 -0.807 1.543
C -1.044 -1.688 -0.095
C -0.115 -0.816 -1.084
C 1.295 -0.401 -0.430
H -3.542 -6.751 0.343
H -2.792 -5.583 1.674
H -2.836 -5.054 -0.096
H -5.601 -5.772 1.137
H -5.229 -4.470 -0.106
H -5.970 -3.478 2.192
H -4.721 -4.499 3.066
H -3.165 -2.676 3.035
H -3.070 -3.017 1.160
H -4.801 -0.005 3.364
H -5.601 -1.650 3.530
H -7.294 0.226 2.900
H -6.315 0.696 1.424
H -8.411 -0.756 0.887
H -7.619 -2.252 1.595
H -6.133 -2.424 -0.409
H -5.847 -0.565 -0.420
H -5.997 -2.167 -3.137
H -8.148 -1.752 -4.917
H -10.246 -0.823 -3.692
H -9.577 -0.430 -0.986
H -2.056 -1.819 -0.640
H -0.618 -2.750 0.092
H 0.139 -1.497 -1.988
H -0.740 0.089 -1.443
H 1.157 0.079 0.601
H 1.819 0.355 -1.150
H 1.968 -1.341 -0.412
C -3.447 -4.271 -5.285
C -2.144 -5.043 -5.497
C -1.476 -5.202 -4.130
S -2.796 -5.194 -2.923
O -2.662 -4.011 -2.099
O -2.932 -6.517 -2.358
C -4.123 -4.926 -4.087
H -4.084 -4.301 -6.171
H -3.223 -3.222 -5.064
H -2.369 -6.031 -5.914
H -1.485 -4.536 -6.199
H -0.927 -6.142 -4.057
H -0.812 -4.364 -3.909
H -4.895 -4.302 -3.634
H -4.537 -5.902 -4.353
C 0.256 4.145 -4.154
C 0.930 3.785 -5.479
C 2.005 2.740 -5.178
S 1.454 1.859 -3.722
O 2.373 2.134 -2.640
O 1.079 0.512 -4.093
C -0.028 2.819 -3.462
H -0.659 4.721 -4.307
H 0.938 4.748 -3.545
H 0.186 3.362 -6.163
H 1.360 4.662 -5.964
H 2.124 2.036 -6.003
H 2.964 3.207 -4.947
H -0.220 2.923 -2.393
H -0.855 2.292 -3.944
C -4.321 -1.287 -9.146
C -3.620 -1.643 -10.458
C -2.539 -2.676 -10.136
S -3.106 -3.559 -8.687
O -2.207 -3.270 -7.592
O -3.460 -4.909 -9.058
C -4.602 -2.614 -8.454
H -5.239 -0.721 -9.317
H -3.656 -0.675 -8.527
H -4.348 -2.076 -11.153
H -3.192 -0.762 -10.940
H -2.399 -3.381 -10.956
H -1.589 -2.198 -9.890
H -4.814 -2.508 -7.390
H -5.416 -3.151 -8.948
C 3.376 -0.209 3.436
C 4.647 -0.611 2.688
C 5.278 -1.777 3.451
S 3.933 -2.623 4.273
O 4.103 -2.477 5.701
O 3.726 -3.911 3.649
C 2.645 -1.510 3.741
H 2.756 0.470 2.846
H 3.641 0.300 4.369
H 4.387 -0.932 1.674
H 5.345 0.224 2.599
H 5.785 -2.471 2.779
H 5.974 -1.425 4.216
H 1.894 -1.408 4.524
H 2.194 -1.929 2.838
C -4.737 4.069 -0.870
C -5.664 5.195 -1.336
C -4.819 6.465 -1.456
S -3.151 5.924 -1.815
O -2.305 6.274 -0.699
O -2.818 6.276 -3.177
C -3.491 4.174 -1.739
H -5.210 3.089 -0.964
H -4.474 4.219 0.182
H -6.085 4.938 -2.314
H -6.500 5.341 -0.647
H -5.172 7.108 -2.263
H -4.799 7.022 -0.518
H -2.633 3.646 -1.325
H -3.691 3.829 -2.757
C 7.358 -1.421 8.105
C 7.690 -0.262 9.047
C 7.028 0.995 8.477
S 5.597 0.435 7.561
O 5.804 0.727 6.158
O 4.396 0.833 8.262
C 5.866 -1.308 7.820
H 7.609 -2.387 8.547
H 7.926 -1.315 7.174
H 7.285 -0.472 10.039
H 8.767 -0.125 9.155
H 6.709 1.675 9.268
H 7.691 1.516 7.784
H 5.553 -1.867 6.939
H 5.276 -1.611 8.688
C 8.767 1.491 14.892
C 8.798 -0.022 15.111
C 7.979 -0.664 13.989
S 8.086 0.448 12.592
O 6.770 0.985 12.329
O 8.892 -0.163 11.558
C 9.056 1.701 13.412
H 9.498 2.006 15.520
H 7.774 1.880 15.140
H 9.833 -0.377 15.060
H 8.405 -0.297 16.092
H 8.379 -1.639 13.706
H 6.928 -0.759 14.266
H 8.766 2.689 13.053
H 10.107 1.511 13.185
C 6.422 6.009 -6.796
C 5.746 7.345 -7.108
C 4.290 7.049 -7.474
S 3.854 5.544 -6.611
O 3.605 4.508 -7.587
O 2.912 5.856 -5.557
C 5.458 5.262 -5.883
H 7.396 6.148 -6.322
H 6.573 5.445 -7.722
H 5.780 7.986 -6.221
H 6.255 7.876 -7.916
H 3.625 7.853 -7.159
H 4.176 6.869 -8.545
H 5.659 4.192 -5.829
H 5.451 5.695 -4.880
*
```

These are the Mulliken partial charges, in e, on atoms 1 to 99: -0.495, -0.146, -0.425, -0.375, 0.654, -0.944, -0.416, -0.583, 0.933, 0.223, -0.734, -0.048, -0.250, -0.029, -0.573, -0.102, 0.008, -0.172, -0.088, -0.624, 0.304, 0.299, -0.218, 0.398, -0.208, 0.104, 0.363, 0.299, -0.136, 0.422, 0.389, 0.411, 0.003, 0.280, 0.233, -0.518, 0.100, 0.516, 0.251, 0.379, 0.289, 0.046, 0.439, 0.201, 0.030, 0.173, 0.150, 0.245, -0.154, -0.641, -0.951, 1.290, -0.507, -0.761, -0.768, 0.214, 0.231, 0.326, 0.440, 0.407, 0.339, 0.065, 0.443, -0.613, -0.621, -0.603, 1.325, -0.730, -0.712, -0.684, 0.311, 0.310, 0.325, 0.274, 0.346, 0.178, 0.423, 0.443, -0.681, -0.638, -0.719, 1.274, -0.655, -0.768, -0.495, 0.386, 0.313, 0.294, 0.334, 0.367, 0.354, 0.233, 0.396, -0.515, -0.654, -0.478, 1.084, -0.681, -0.726

---

Which formula does entry 1 have?
C47H83N5O21